DFT (the ωB97M-V functional and the def2-TZVPD basis) results for the ion C13H22N3O5S with charge -1 at a distorted geometry.

```
! wB97M-V def2-TZVPD RIJCOSX def2/J DEFGRID3
* xyz -1 1
C -2.714 -3.813 0.108
N -1.494 -3.086 -0.138
C -1.372 -1.788 0.030
O -2.277 -1.070 0.438
C 0.032 -1.167 -0.235
C 0.182 -0.649 -1.684
C -0.156 -1.596 -2.880
C 0.800 -2.765 -2.878
O 0.605 -3.610 -1.983
O 1.678 -2.834 -3.754
N 0.194 -0.040 0.696
C 1.354 0.480 1.143
O 2.437 0.102 0.723
C 1.297 1.621 2.223
C 2.573 2.564 2.190
C 2.643 3.278 0.821
S 3.924 4.477 0.512
C 5.387 3.406 0.225
N 0.001 2.355 2.196
C -0.838 2.436 3.208
C -2.183 3.024 2.978
O -0.543 2.036 4.366
H -2.981 -3.794 1.139
H -2.651 -4.843 -0.159
H -3.492 -3.311 -0.450
H -0.702 -3.593 -0.539
H 0.782 -1.939 -0.084
H 1.245 -0.327 -1.796
H -0.464 0.193 -1.671
H -1.180 -1.956 -2.871
H -0.004 -0.970 -3.791
H -0.636 0.287 1.139
H 1.363 1.116 3.197
H 2.471 3.326 2.960
H 3.482 1.957 2.339
H 2.795 2.538 0.041
H 1.682 3.721 0.573
H 5.104 2.568 -0.435
H 6.169 4.048 -0.239
H 5.736 2.989 1.169
H -0.290 2.716 1.289
H -2.792 2.349 2.421
H -2.079 3.926 2.389
H -2.645 3.253 3.958
*
```

E   -39384.7785 eV
Relative energy (zero: lowest compared OMol25 entry of this formula, charge and spin)   1.26 kcal/mol
LUMO   2.40 eV
Structure (SMILES)   CNC(=O)[C@@H](CCC(=O)[O-])NC(=O)[C@@H](CCSC)NC(C)=O
Highest occupied orbital energy   -4.7 eV

Löwdin atomic charge list, values in e, 2 entries: C -0.06; N 0.04